1.
Molecular formula: C5H4N3PS
Method: DFT, ωB97M-V/def2-TZVPD

Total energy, hartree: -1096.52386
Gap between HOMO and LUMO (spin up / spin down), eV: 5.27 / 8.10
Relative energy (zero: lowest compared OMol25 entry of this formula, charge and spin), eV: 3.7949

The geometry in ORCA input format:
```
! RIJCOSX wB97M-V def2-TZVPD def2/J DEFGRID3
* xyz 0 1
C 2.2510 1.1873 -0.6849
C -0.7885 -2.3778 0.1500
C 0.7740 -1.4418 -1.2149
C 0.3724 -0.3179 -0.5450
C 4.0681 -0.1581 0.0702
N 2.9738 0.1614 -0.2202
N 0.2338 -2.5444 -0.6579
N 0.9095 1.0457 -0.7822
P -1.1288 -0.6710 0.4036
S 5.4717 -0.5062 0.5185
H 2.7722 2.0491 -0.8759
H -1.2787 -3.2881 0.5625
H 0.2696 1.8189 -0.6083
H -0.4394 -0.5058 1.6011
*
```

***

2.
Molecular formula: C41H52AsBBaF2GeN3O5S
Method: DFT, ωB97M-V/def2-TZVPD

Total energy, hartree: -7095.20317
Gap between HOMO and LUMO, eV: 6.03
Relative energy (zero: lowest compared OMol25 entry of this formula, charge and spin), eV: 1.1018

The geometry in ORCA input format:
```
! RIJCOSX wB97M-V def2-TZVPD def2/J DEFGRID3
* xyz -1 1
Ba 1.1656 0.4885 -0.3191
C 4.7337 1.1135 0.0490
C 4.0853 2.4506 -0.3083
C 4.8487 3.1069 -1.4574
C 4.0905 3.3572 0.9231
O 2.7509 2.1691 -0.7275
Ge 1.3789 3.5846 -0.8935
O 0.2511 2.6510 0.3501
C -0.9898 3.1220 0.8578
C -1.2483 4.5812 0.4772
C -2.1050 2.2518 0.2774
C -0.9474 2.9937 2.3783
O 0.4756 2.6823 -2.2839
C 0.7069 2.9277 -3.6590
C 2.1212 2.5020 -4.0554
C 0.4939 4.4109 -3.9745
C -0.3112 2.0921 -4.4313
H 5.7974 1.2496 0.2521
H 4.2710 0.6821 0.9401
H 4.6249 0.4047 -0.7764
H 5.8879 3.2881 -1.1758
H 4.3893 4.0627 -1.7229
H 4.8294 2.4586 -2.3358
H 5.1084 3.4796 1.2991
H 3.4799 2.9105 1.7115
H 3.6896 4.3444 0.6825
H -1.2771 4.6984 -0.6096
H -0.4615 5.2259 0.8731
H -2.2062 4.9101 0.8850
H -2.1036 2.3399 -0.8117
H -3.0816 2.5640 0.6551
H -1.9518 1.2021 0.5422
H -0.1690 3.6405 2.7867
H -0.7021 1.9706 2.6679
H -1.9082 3.2716 2.8192
H 2.8590 3.1119 -3.5301
H 2.2816 1.4553 -3.7943
H 2.2736 2.6224 -5.1309
H 1.2631 5.0227 -3.4992
H -0.4788 4.7322 -3.5946
H 0.5275 4.5884 -5.0518
H -0.2220 1.0447 -4.1370
H -0.1453 2.1660 -5.5079
H -1.3180 2.4624 -4.2093
S 2.2259 0.3974 2.8675
C 1.2707 0.2462 4.3181
C 1.7597 0.7260 5.5468
C 1.0395 0.5862 6.7176
C -0.2047 -0.0365 6.7115
C -0.7125 -0.5096 5.5117
C 0.0055 -0.3765 4.3266
As -0.6581 -0.9876 2.5966
C -2.5066 -1.3884 3.1663
C -2.9395 -2.5517 3.7974
C -4.2642 -2.6963 4.1907
C -5.1777 -1.6757 3.9655
C -4.7582 -0.5080 3.3434
C -3.4357 -0.3725 2.9448
C 0.0610 -2.8080 2.5837
C 1.3091 -3.0851 3.1317
C 1.8495 -4.3600 3.0322
C 1.1512 -5.3722 2.3900
C -0.0951 -5.1044 1.8425
C -0.6304 -3.8289 1.9357
H 2.7281 1.2104 5.5505
H 1.4508 0.9672 7.6459
H -0.7727 -0.1518 7.6263
H -1.6841 -0.9882 5.5057
H -2.2356 -3.3487 4.0006
H -4.5812 -3.6079 4.6833
H -6.2099 -1.7887 4.2734
H -5.4623 0.2962 3.1673
H -3.1162 0.5416 2.4545
H 1.8736 -2.2935 3.6087
H 2.8286 -4.5576 3.4507
H 1.5803 -6.3631 2.3052
H -0.6462 -5.8856 1.3325
H -1.6063 -3.6305 1.5060
O 1.3860 -0.7899 -3.6735
N 1.3855 -2.0757 -3.6418
C 2.5274 -2.7591 -3.4148
C 2.5351 -4.1353 -3.3683
C 1.3616 -4.8452 -3.5500
C 0.1946 -4.1287 -3.7653
C 0.2270 -2.7545 -3.8037
H 3.3936 -2.1391 -3.2500
H 3.4687 -4.6362 -3.1568
H 1.3499 -5.9244 -3.4978
H -0.7576 -4.6245 -3.8936
H -0.6398 -2.1260 -3.9387
N -3.9993 1.0174 -4.3847
C -4.4052 -0.1794 -3.8901
O -5.4468 -0.7016 -4.2468
C -3.5074 -0.8352 -2.8838
C -3.8270 -2.1187 -2.4575
C -2.9890 -2.7616 -1.5663
C -1.8508 -2.0983 -1.1260
N -1.5571 -0.8545 -1.4988
C -2.3668 -0.2425 -2.3555
H -4.5705 1.4337 -5.0986
H -3.0954 1.4096 -4.1951
H -4.7225 -2.5868 -2.8444
H -3.2026 -3.7638 -1.2198
H -1.1264 -2.5741 -0.4758
H -2.0688 0.7672 -2.6152
F 1.0848 -3.2695 -0.7883
B 1.8672 -2.1537 -0.4892
F 3.1573 -2.6381 -0.3710
*
```